1.
Here is an isolated molecule of C4H10N2OS at a distorted geometry from the OMol25 dataset. Energies are from ωB97M-V/def2-TZVPD.

Structure (ORCA input):
```
! RIJCOSX wB97M-V def2-TZVPD def2/J DEFGRID3
* xyz 0 1
S 2.623 -0.643 0.306
O -0.695 -1.154 0.078
N 1.665 0.421 -0.647
N 0.353 2.159 -0.867
C -0.496 0.330 2.001
C -1.080 -1.379 -1.252
C 0.478 1.028 -0.371
C -0.596 0.221 0.457
H -1.260 -2.425 -1.268
H -2.032 -0.866 -1.486
H -0.314 -1.093 -1.956
H -0.528 2.595 -0.752
H 2.669 -1.846 -0.391
H -1.460 -0.127 2.379
H -1.509 0.747 0.149
H 2.227 1.049 -1.253
H 0.398 -0.326 2.385
H -0.442 1.310 2.488
*
```

- Structure (SMILES): [H]/N=C(/NS)[C@H](C)OC
- Molecular weight: 134.2 g mol⁻¹

=====

2.
Here is an isolated molecule of C4H10N2OS at a distorted geometry from the OMol25 dataset. Energies are from ωB97M-V/def2-TZVPD.

Structure (ORCA input):
```
! RIJCOSX wB97M-V def2-TZVPD def2/J DEFGRID3
* xyz 0 1
S -1.102 -2.433 -1.223
O 0.661 -1.019 0.690
N 0.308 1.182 0.098
N 2.685 1.241 0.757
C 1.662 1.367 -0.313
C -2.279 -1.233 -0.611
C -1.616 -0.330 0.386
C -0.147 -0.085 -0.008
H 2.199 1.280 1.643
H 1.904 0.643 -1.106
H -1.596 -0.949 1.289
H 0.308 -1.923 0.552
H -2.701 -0.718 -1.478
H -2.144 0.591 0.664
H 1.798 2.380 -0.736
H -0.116 -0.335 -1.147
H 3.391 1.952 0.685
H -3.216 -1.611 -0.140
*
```

- Molecular weight: 134.2 g mol⁻¹

=====

3.
Here is a cluster of 2 separate species, C4H10N3 in total at a distorted geometry from the OMol25 dataset. Energies are from ωB97M-V/def2-TZVPD.

Structure (ORCA input):
```
! RIJCOSX wB97M-V def2-TZVPD def2/J DEFGRID3
* xyz 1 1
N 0.326 0.880 1.354
N -1.131 -2.551 0.630
N -0.731 1.068 -0.728
C 1.184 -2.354 -0.380
C -0.478 2.545 -0.742
C -0.057 -2.258 0.222
C -0.270 0.349 0.255
H 1.299 -1.713 -1.172
H -1.447 2.989 -0.404
H -1.826 -2.179 1.230
H 2.078 -1.914 0.132
H -1.341 0.604 -1.357
H 0.723 0.376 2.112
H 0.378 2.822 -0.044
H -0.263 2.881 -1.878
H 1.586 -3.334 -0.877
H -0.030 1.791 1.648
*
```

- Molecular weight: 100.1 g mol⁻¹

=====

4.
Here is a cluster of 2 separate species, C4H10N3 in total at a distorted geometry from the OMol25 dataset. Energies are from ωB97M-V/def2-TZVPD.

Structure (ORCA input):
```
! RIJCOSX wB97M-V def2-TZVPD def2/J DEFGRID3
* xyz 1 1
N -2.346 -0.021 -0.964
N 0.279 -0.439 1.005
N -2.532 -0.019 1.374
C -1.921 0.100 0.261
C 1.219 0.173 0.358
C 1.750 -0.272 -1.206
C 2.465 -0.710 -0.044
H -3.496 0.295 1.554
H 3.388 -0.261 0.087
H 1.396 1.251 0.387
H 0.915 -0.762 -1.600
H -1.663 -0.080 -1.729
H 0.405 -1.435 1.108
H 2.321 -1.697 0.233
H -3.293 0.127 -1.288
H 2.188 0.386 -1.964
H -1.838 -0.055 2.056
*
```

- Molecular weight: 100.1 g mol⁻¹

=====

Energy above the lowest of the compared OMol25 structures with the same formula, charge and spin / kcal/mol: 54.40; 135.23; 99.54; 126.83